Entry 1:
{
  "formula": "C17H29NO3",
  "method": "ωB97M-V/def2-TZVPD",
  "lumo_energy_ha": 0.02124,
  "de_lowest_ev": 3.889,
  "smiles": "c1ccncc1.C1CCOC1.C1CCOC1.C1CCOC1",
  "charge": 0,
  "elements": ["C", "C", "C", "N", "C", "C", "H", "H", "H", "H", "H", "C", "C", "C", "O", "C", "H", "H", "H", "H", "H", "H", "H", "H", "C", "C", "C", "O", "C", "H", "H", "H", "H", "H", "H", "H", "H", "C", "C", "C", "O", "C", "H", "H", "H", "H", "H", "H", "H", "H"],
  "xyz": [[0.220, 4.668, 2.746], [1.479, 5.259, 2.738], [1.890, 5.927, 3.884], [1.180, 5.957, 5.001], [0.003, 5.346, 5.011], [-0.543, 4.727, 3.896], [-0.125, 4.141, 1.864], [2.099, 5.199, 1.855], [2.807, 6.508, 3.896], [-0.511, 5.349, 5.966], [-1.534, 4.297, 3.964], [-2.474, -0.718, -2.679], [-2.459, 0.803, -2.479], [-2.246, 1.244, -3.922], [-1.456, 0.242, -4.550], [-1.337, -0.864, -3.656], [-3.438, -1.034, -3.086], [-2.330, -1.253, -1.738], [-1.617, 1.062, -1.835], [-3.380, 1.187, -2.047], [-1.810, 2.228, -4.089], [-3.238, 1.258, -4.401], [-0.381, -0.767, -3.117], [-1.298, -1.810, -4.195], [0.963, 0.429, 2.201], [1.777, 0.555, 0.892], [0.758, 0.190, -0.180], [-0.348, -0.433, 0.486], [0.071, -0.728, 1.800], [0.384, 1.337, 2.374], [1.609, 0.212, 3.049], [2.569, -0.194, 0.971], [2.253, 1.522, 0.754], [1.138, -0.473, -0.961], [0.386, 1.087, -0.682], [0.671, -1.656, 1.812], [-0.776, -0.931, 2.455], [0.516, -3.585, -1.384], [-0.314, -4.877, -1.376], [0.757, -5.945, -1.181], [1.836, -5.339, -0.479], [1.673, -3.905, -0.447], [-0.106, -2.756, -1.044], [0.921, -3.353, -2.370], [-0.883, -5.031, -2.289], [-0.968, -4.840, -0.503], [1.108, -6.321, -2.154], [0.458, -6.828, -0.614], [2.599, -3.422, -0.752], [1.444, -3.673, 0.597]],
  "mulliken_charge": [-0.19, -0.39, -0.18, -0.57, -0.13, -0.45, 0.50, 0.34, 0.36, 0.36, 0.34, -0.51, -0.09, -0.51, -0.45, -0.06, 0.34, 0.23, -0.22, 0.38, 0.31, 0.26, 0.02, 0.31, -0.40, -0.74, -0.18, -0.28, -0.26, 0.07, 0.38, 0.25, 0.38, 0.20, 0.23, 0.03, 0.35, 0.23, -0.67, -0.49, -0.46, -0.31, -0.14, 0.17, 0.35, 0.30, 0.24, 0.30, 0.30, 0.11]
}

Entry 2:
{
  "formula": "C4H8O2",
  "method": "ωB97M-V/def2-TZVPD",
  "lumo_energy_ha": 0.01885,
  "de_lowest_ev": 4.771,
  "charge": 0,
  "elements": ["O", "C", "C", "C", "C", "O", "H", "H", "H", "H", "H", "H", "H", "H"],
  "xyz": [[1.931, 0.757, 0.378], [0.723, 1.040, -0.295], [-0.432, 0.011, 1.780], [-0.084, -0.177, -0.931], [-0.841, -1.244, -0.106], [-0.290, -1.151, 1.224], [1.756, 0.662, 1.327], [0.130, 1.779, 0.270], [1.029, 1.553, -1.204], [-1.228, 0.553, 1.196], [-0.783, 0.271, -1.647], [0.693, -0.696, -1.493], [-0.676, -2.268, -0.468], [-1.927, -1.090, -0.030]],
  "mulliken_charge": [-0.53, -0.76, -0.37, -0.29, -0.53, -0.16, 0.40, 0.44, 0.37, 0.20, 0.26, 0.33, 0.30, 0.34]
}

Entry 3:
{
  "formula": "C2H3N5O",
  "method": "ωB97M-V/def2-TZVPD",
  "lumo_energy_ha": -0.01292,
  "de_lowest_ev": 3.455,
  "smiles": "Nc1nnnn1C=O",
  "charge": 0,
  "elements": ["N", "C", "N", "N", "N", "N", "C", "O", "H", "H", "H"],
  "xyz": [[0.518, -1.354, 0.599], [0.572, -0.448, -0.454], [1.422, -0.332, -1.460], [1.271, 1.023, -1.789], [0.248, 1.520, -1.343], [-0.298, 0.622, -0.373], [-1.097, 0.854, 0.811], [-1.856, 1.803, 0.915], [0.718, -2.499, 0.556], [-0.560, -1.428, 0.845], [-0.939, 0.240, 1.694]],
  "mulliken_charge": [-0.55, 0.52, -0.40, -0.20, -0.19, 0.31, -0.05, -0.42, 0.34, 0.26, 0.39]
}

Entry 4:
{
  "formula": "C31H45AlO3",
  "method": "ωB97M-V/def2-TZVPD",
  "lumo_energy_ha": -0.02680,
  "de_lowest_ev": 0.000,
  "charge": 0,
  "elements": ["O", "C", "C", "H", "H", "C", "H", "H", "C", "H", "H", "H", "C", "H", "H", "H", "Al", "C", "C", "C", "H", "C", "C", "H", "H", "H", "H", "C", "C", "C", "H", "C", "C", "H", "H", "H", "H", "O", "C", "C", "H", "H", "C", "H", "H", "C", "H", "H", "H", "H", "C", "C", "C", "C", "C", "C", "C", "C", "C", "C", "C", "C", "O", "H", "H", "H", "H", "H", "H", "H", "H", "H", "H", "H", "H", "H", "H", "H", "H", "H"],
  "xyz": [[-1.857, 1.805, -3.460], [-0.525, 2.239, -2.858], [-0.583, 3.493, -3.734], [0.288, 1.495, -2.966], [-0.628, 2.510, -1.791], [-2.122, 3.157, -3.905], [0.038, 3.405, -4.635], [-0.409, 4.397, -3.135], [-2.894, 3.099, -5.213], [-2.414, 2.465, -5.968], [-3.018, 4.103, -5.632], [-3.910, 2.709, -5.035], [-2.863, 3.945, -2.850], [-2.276, 3.971, -1.930], [-3.866, 3.558, -2.640], [-2.966, 4.979, -3.177], [0.460, -0.039, 0.608], [1.206, 1.727, 1.424], [2.371, 0.919, 0.991], [2.828, 1.501, -0.237], [2.942, 0.234, 1.624], [1.964, 2.564, -0.577], [0.964, 2.703, 0.404], [0.221, 3.501, 0.473], [0.856, 1.829, 2.452], [3.769, 1.246, -0.733], [2.114, 3.234, -1.421], [-1.743, 0.130, 1.516], [-2.065, 1.428, 1.049], [-2.198, 1.361, -0.361], [-2.264, 2.308, 1.674], [-1.869, 0.069, -0.810], [-1.526, -0.734, 0.346], [-1.488, -1.829, 0.329], [-1.918, -0.237, 2.532], [-2.588, 2.162, -0.993], [-1.952, -0.324, -1.826], [0.813, -0.689, -3.677], [-0.032, -0.277, -4.802], [0.320, -1.022, -6.103], [0.021, 0.828, -4.931], [-1.033, -0.567, -4.424], [1.379, -2.047, -5.657], [0.668, -0.335, -6.885], [-0.584, -1.497, -6.502], [1.464, -1.908, -4.121], [2.331, -1.895, -6.167], [1.041, -3.055, -5.884], [2.495, -1.927, -3.745], [0.896, -2.759, -3.707], [-0.236, 1.225, 5.751], [0.743, 0.546, 4.793], [2.167, 0.943, 5.193], [0.562, -0.952, 4.639], [0.322, -1.739, 5.756], [0.154, -3.113, 5.666], [0.227, -3.731, 4.429], [0.455, -2.997, 3.273], [0.605, -3.693, 1.938], [1.996, -4.325, 1.803], [-0.452, -4.764, 1.679], [0.578, -1.589, 3.365], [0.609, -0.859, 2.246], [-0.072, 0.916, 6.790], [-1.280, 1.037, 5.478], [-0.072, 2.309, 5.690], [0.552, 0.962, 3.805], [2.429, 0.534, 6.178], [2.899, 0.599, 4.454], [2.217, 2.039, 5.247], [0.268, -1.265, 6.731], [-0.040, -3.704, 6.562], [0.116, -4.809, 4.354], [0.504, -2.920, 1.167], [2.143, -5.065, 2.601], [2.073, -4.849, 0.844], [2.791, -3.571, 1.869], [-1.468, -4.367, 1.800], [-0.327, -5.097, 0.641], [-0.321, -5.640, 2.329]],
  "mulliken_charge": [-0.41, 0.26, -0.89, 0.49, -0.55, 1.61, 0.28, 0.37, -1.62, 0.31, 0.37, 0.37, -1.84, 0.44, 0.32, 0.47, -0.17, 0.42, -0.51, -1.21, 0.69, -0.52, -0.86, 0.46, 0.95, 0.47, 0.54, -0.54, -1.21, -0.46, 0.43, -0.85, -0.14, 0.84, 0.70, 0.78, 0.51, -0.18, 0.07, -0.63, 0.01, 0.21, -0.55, 0.26, 0.29, -0.60, 0.25, 0.28, 0.32, 0.30, -1.57, 2.36, -1.40, 0.68, -0.32, -1.46, -0.29, 0.33, 1.51, -1.55, -1.80, -0.40, 0.22, 0.39, 0.36, 0.42, -1.64, 0.37, 0.32, 0.38, 0.29, 0.34, 0.33, -0.55, 0.36, 0.42, 0.34, 0.37, 0.43, 0.43]
}